Entry 1:
Here is an isolated molecule of C3H4N2O at a distorted geometry from OMol25. Energies are from wB97M-V/def2-TZVPD.

```
! RIJCOSX wB97M-V def2-TZVPD def2/J DEFGRID3
* xyz 0 1
N -0.44936 -1.50275 -0.38371
C 0.05512 -0.28057 0.04447
C 1.32775 0.36680 0.07925
N 1.18157 1.66445 -0.03297
O -0.16251 1.92312 -0.05774
C -0.81263 0.76074 0.09638
H -0.26473 -2.38084 0.07433
H -1.40400 -1.28192 -0.64845
H 2.32218 -0.01418 0.28229
H -1.79340 0.74515 0.54615
*
```

LUMO level in eV: 0.87
Energy in Eh: -301.379016
Energy above the lowest of the compared OMol25 structures with the same formula, charge and spin in eV: 2.945
SMILES string: Nc1cnoc1
Orbital gap in eV: 9.534

Entry 2:
Here is a cluster of 2 separate species, C3H4N2O2 in total from OMol25. Energies are from wB97M-V/def2-TZVPD.

```
! RIJCOSX wB97M-V def2-TZVPD def2/J DEFGRID3
* xyz 0 1
C -1.39765 -0.41362 -0.15068
N 0.00825 -0.22791 0.20070
C 1.05186 -0.91668 -0.45803
N 0.76569 -1.53393 0.57838
H -1.56339 -1.01207 -1.05191
H -1.89658 -0.88469 0.70115
H -1.82835 0.58608 -0.28123
H 1.75382 -0.85785 -1.28207
O 2.04698 1.25476 0.27986
C 0.98090 1.66157 0.57970
O 0.07847 2.34433 0.88416
*
```

LUMO level in eV: 0.74
Energy in Eh: -376.610848
Energy above the lowest of the compared OMol25 structures with the same formula, charge and spin in eV: 4.162
SMILES string: CN1C=N1.O=C=O
Orbital gap in eV: 10.572

Entry 3:
Here is an isolated molecule of C3H4N2O2 from OMol25. Energies are from wB97M-V/def2-TZVPD.

```
! RIJCOSX wB97M-V def2-TZVPD def2/J DEFGRID3
* xyz 0 1
O -2.20002 0.44180 -0.14954
C -0.88754 0.19566 -0.04901
N 0.09070 0.99135 0.06935
C 1.25530 0.16418 0.14732
O 2.43757 0.82531 0.25908
C 1.12624 -1.19178 0.13557
N -0.45993 -1.17627 -0.08040
H -2.31795 1.40411 -0.09467
H 2.22723 1.76648 0.30932
H -0.27541 -1.57131 -1.00952
H -0.99619 -1.84954 0.46251
*
```

LUMO level in eV: 0.21
Energy in Eh: -376.581705
Energy above the lowest of the compared OMol25 structures with the same formula, charge and spin in eV: 4.955
Orbital gap in eV: 8.133